(w)
Below is 2 unconnected molecules or ions with the total composition C4H7NO, with properties calculated with ωB97M-V with the def2-TZVPD basis set.

```
13
Properties=species:S:1:pos:R:3:mulliken_charge:R:1
N -2.51551 1.68912 -0.29712 -0.44
C -1.74843 0.82784 -0.20172 0.17
C -0.73969 -0.20300 -0.09361 -0.36
C 0.66409 0.19809 -0.55329 -0.73
C -0.13081 -0.76279 -1.35683 -0.55
H -0.92239 -0.91343 0.71222 0.66
H 1.53591 -0.17119 -0.02484 0.40
H 0.73926 1.22915 -0.88625 0.29
H 0.16869 -1.80275 -1.27359 0.23
H -0.54990 -0.46237 -2.30813 0.29
O 1.33587 -0.20955 2.24108 -0.67
H 1.69039 0.68731 2.21934 0.34
H 0.47251 -0.10642 1.82274 0.37
```

Summary:
- lowest unoccupied orbital energy (eV) = 0.78
- net charge = 0
- Kohn-Sham gap (Ha) = 0.4323

***

(x)
Below is C4H7NO in the gas phase, with properties calculated with ωB97M-V with the def2-TZVPD basis set.

```
13
Properties=species:S:1:pos:R:3:mulliken_charge:R:1
C -0.89809 1.29767 -0.70622 -0.97
C 0.25281 0.95126 -0.06078 0.46
N 0.38212 1.03956 1.28588 -0.44
C 0.25126 -0.44965 -0.88072 0.83
C 0.34195 -1.65109 0.03493 -1.27
O 0.51701 -0.52585 -2.05923 -0.57
H -0.91360 1.41380 -1.77655 0.29
H -1.68971 1.84212 -0.19425 0.27
H 0.92564 0.36982 1.80706 0.22
H -0.31235 1.56276 1.80331 0.18
H -0.38724 -1.59784 0.84328 0.35
H 0.18654 -2.54946 -0.56292 0.34
H 1.34365 -1.70309 0.46620 0.31
```

Summary:
- lowest unoccupied orbital energy (eV) = 0.72
- net charge = 0
- Kohn-Sham gap (Ha) = 0.3391

***

Which of them is most stable, and which least? Most stable: (w); least stable: (x).

***

(w)
Below is C4H7NO in the gas phase, with properties calculated with ωB97M-V with the def2-TZVPD basis set.

```
13
Properties=species:S:1:pos:R:3:mulliken_charge:R:1
O 2.55423 -0.56514 -0.50290 -0.39
N 1.81886 0.29628 0.31711 -0.60
C 0.57572 0.07432 0.23117 0.30
C -0.45258 -0.93698 -0.27136 -0.39
C -1.59438 0.06764 0.07158 -0.47
C -0.49396 1.09991 0.35858 -0.39
H 3.46071 -0.36152 -0.24809 0.36
H -0.41004 -1.31358 -1.29409 0.29
H -0.40834 -1.75608 0.44455 0.28
H -2.28707 0.36845 -0.72185 0.24
H -2.20060 -0.25827 0.92725 0.26
H -0.07066 1.36440 -0.66364 0.15
H -0.57570 1.83952 1.16830 0.36
```

Summary:
- lowest unoccupied orbital energy (eV) = 1.11
- net charge = 0
- Kohn-Sham gap (Ha) = 0.3707

***

(x)
Below is C4H7NO in the gas phase, with properties calculated with ωB97M-V with the def2-TZVPD basis set.

```
13
Properties=species:S:1:pos:R:3:mulliken_charge:R:1
H 0.55669 1.32439 -2.94710 0.27
N 0.99857 1.29237 -1.99463 -0.63
C 0.15103 0.57885 -1.26135 -0.06
O -0.95471 -0.24705 -1.28117 -0.48
C -0.13521 -0.03809 -0.02574 1.22
C -0.74619 0.65120 1.22683 -1.26
C 0.64004 -1.32998 0.37954 -1.10
H -1.23215 1.69740 1.11257 0.32
H 0.06770 0.78253 1.80862 0.45
H -1.65593 0.04002 1.56589 0.28
H -0.15940 -2.14188 0.44429 0.28
H 1.08846 -1.09987 1.37596 0.35
H 1.38109 -1.50990 -0.40373 0.36
```

Summary:
- lowest unoccupied orbital energy (eV) = 0.86
- net charge = 0
- Kohn-Sham gap (Ha) = 0.4113

***

Which of them is most stable, and which least? Most stable: (x); least stable: (w).

***

(w)
Below is a gas-phase ion, C4H9N2 (charge +1), with properties calculated with ωB97M-V with the def2-TZVPD basis set.

```
15
Properties=species:S:1:pos:R:3:mulliken_charge:R:1
C 2.29847 -1.06618 0.04702 -0.17
N 1.75795 0.10975 0.00834 0.02
C 1.18203 1.19578 0.03720 -0.05
C -0.33559 1.37282 -0.10553 -0.64
N -1.11917 0.37449 -0.54712 -0.23
C -1.39824 -0.88708 0.17939 -0.77
H 2.62888 -1.64592 -0.92316 0.28
H 2.55694 -1.37651 1.04450 0.31
H 1.67071 2.01974 0.44764 0.43
H -0.59534 1.62080 0.87908 0.35
H -0.45085 2.35881 -0.63815 0.40
H -1.20184 0.25061 -1.54727 0.24
H -2.44528 -1.24297 -0.11801 0.28
H -0.69613 -1.68972 -0.05154 0.27
H -1.36947 -0.74902 1.29936 0.29
```

Summary:
- lowest unoccupied orbital energy (eV) = -5.38
- net charge = +1
- Kohn-Sham gap (Ha) = 0.2826

***

(x)
Below is 2 unconnected molecules or ions with the total composition C4H9N2, with properties calculated with ωB97M-V with the def2-TZVPD basis set.

```
15
Properties=species:S:1:pos:R:3:mulliken_charge:R:1
C 0.72105 -0.01672 -0.75545 -0.40
C -0.31773 -0.78609 -0.16115 0.89
C -0.98321 -1.97244 0.11090 -1.12
C -1.12150 1.64998 0.18422 -0.80
N -0.41456 0.50229 -0.13727 0.11
N 2.34699 0.53576 0.53943 -0.62
H 1.25505 0.02330 -1.68852 0.33
H -1.49647 -2.22686 -0.86137 0.30
H -1.62430 -2.07799 0.89201 0.40
H -0.38568 -2.86313 0.32040 0.36
H -1.99746 1.45154 0.62711 0.33
H -0.59822 2.33966 0.75219 0.40
H -1.28531 2.30319 -0.68410 0.37
H 2.87723 1.34885 0.11512 0.23
H 3.02413 -0.21135 0.74647 0.23
```

Summary:
- lowest unoccupied orbital energy (spin up / spin down) (eV) = -5.07 / -5.07
- net charge = +1
- Kohn-Sham gap (spin up / spin down) (Ha) = 0.2929 / 0.2927

***

Which of them is most stable, and which least? Most stable: (w); least stable: (x).

***

(w)
Below is 2 unconnected molecules or ions with the total composition C4H9N2, with properties calculated with ωB97M-V with the def2-TZVPD basis set.

```
15
Properties=species:S:1:pos:R:3:mulliken_charge:R:1
C 0.25354 0.80752 0.37354 0.04
C -0.50589 -1.92400 0.69198 -0.80
C -0.15963 3.30228 0.59945 -0.56
C 0.89969 -1.52877 -1.17911 -0.82
N -0.02590 1.92998 0.48997 0.09
N 0.58255 -1.26390 0.17265 -0.05
H -0.14950 -2.86796 0.80850 0.42
H -1.31191 -2.15514 -0.14269 0.33
H -0.70772 -1.40444 1.61787 0.37
H -0.47904 3.37625 1.67985 0.28
H -1.04965 3.73594 -0.08400 0.28
H 0.87545 3.59171 0.42231 0.32
H 1.85601 -1.22158 -1.43299 0.30
H 0.19763 -1.01815 -1.74960 0.40
H 0.80651 -2.60243 -1.23038 0.40
```

Summary:
- lowest unoccupied orbital energy (eV) = -6.12
- net charge = +1
- Kohn-Sham gap (Ha) = 0.3190

***

(x)
Below is a gas-phase ion, C4H9N2 (charge +1), with properties calculated with ωB97M-V with the def2-TZVPD basis set.

```
15
Properties=species:S:1:pos:R:3:mulliken_charge:R:1
C 0.02001 -0.17246 2.40119 -0.12
N -0.50339 -1.09091 1.67804 -0.03
C -1.07175 -0.85749 0.29948 -0.64
C -0.19571 -0.29637 -0.75879 -0.07
N 0.31295 0.90913 -0.69206 -0.27
C 0.89587 1.27941 -1.90540 -0.69
H 0.34356 -0.47741 3.42714 0.28
H -0.05618 0.85485 2.07740 0.32
H -0.58355 -2.14562 1.88822 0.36
H -1.93069 -0.04834 0.30805 0.26
H -1.60066 -1.86015 -0.01696 0.35
H 0.10992 -0.84703 -1.59007 0.39
H 0.70882 0.53885 -2.67701 0.32
H 1.97806 1.43739 -1.87773 0.25
H 0.43859 2.23331 -2.16922 0.27
```

Summary:
- lowest unoccupied orbital energy (eV) = -5.34
- net charge = +1
- Kohn-Sham gap (Ha) = 0.3281

***

Which of them is most stable, and which least? Most stable: (x); least stable: (w).